Density functional theory data (ωB97M-V/def2-TZVPD) for 10 unconnected molecules or ions with the total composition C36H98N6O16 in a non-equilibrium geometry.

The relative energy (zero: lowest compared OMol25 entry of this formula, charge and spin) comes out at 85.6 kcal per mole. The calculation puts the calculated total energy at -2961.99474 Eh. Its expectation value of S² is 0.75. As for the total charge: +1. The calculation puts the max |F| at 3.62 eV/Å. Its gap between HOMO and LUMO (alpha / beta) is 7.72 / 3.16 eV. The multiplicity is 2.

XYZ file:
```
156
Properties=species:S:1:pos:R:3:forces:R:3
C 1.3871 -2.5831 -2.0508 2.9 -0.4 -0.9
O 1.4056 -1.2465 -1.4979 -1.4 -2.0 1.3
C 0.8436 -1.3255 -0.1987 -1.4 2.4 0.4
C -0.6860 -0.9052 -0.2184 0.3 -0.1 -1.9
N -1.0504 0.2907 -1.0527 2.1 0.9 2.8
C -0.3521 1.5795 -0.7729 0.7 -0.7 -0.4
C -1.1478 2.4292 0.2070 -0.5 0.4 1.6
O -1.1279 2.1033 1.6050 -0.2 -0.4 -1.8
C 0.1453 2.2993 2.1713 0.9 -0.4 0.0
H 0.5143 -3.1648 -2.3474 -0.8 0.8 0.6
H 2.0603 -3.1663 -1.4225 -0.5 -0.5 0.4
H 2.0113 -2.5374 -2.9432 -0.3 0.3 -0.3
H 1.3470 -0.5840 0.4216 0.3 -0.1 0.1
H 0.8648 -2.2697 0.3455 0.4 -0.3 -0.5
H -1.1288 -0.6598 0.7468 0.1 0.1 0.6
H -1.2925 -1.7089 -0.6360 -0.1 -0.1 0.0
H -2.0494 0.4305 -1.1025 -1.2 -0.1 -0.9
H -0.2403 2.2397 -1.6329 -0.5 -0.5 -0.6
H 0.6831 1.4101 -0.4765 -0.2 -0.4 0.2
H -2.1843 2.4010 -0.1293 0.0 0.3 0.3
H -0.7526 3.4448 0.1866 0.0 0.2 -0.7
H 0.8954 1.6936 1.6629 0.1 -0.5 0.1
H 0.0881 1.9708 3.2091 0.2 0.3 -0.1
H 0.5328 3.3058 2.0136 -0.4 0.4 0.5
C 0.9012 4.8862 4.7868 -0.3 0.1 0.9
O 0.7151 4.9755 6.1676 -0.6 0.0 1.8
C 0.6017 6.2708 6.7358 -0.3 -0.5 0.5
C 0.9182 6.1709 8.2207 1.8 0.2 0.2
N 0.5231 7.3738 8.9854 0.7 -0.8 1.0
C 1.0380 7.3646 10.4161 0.2 0.9 0.0
C 2.5975 7.5547 10.5852 -1.3 0.1 -0.2
O 3.0353 8.7202 9.8748 0.3 -0.1 -0.1
C 2.5138 9.9782 10.3797 -0.1 -1.5 -0.5
H 0.2736 4.0227 4.5666 0.3 0.0 -1.0
H 1.9651 4.7055 4.6333 0.0 0.0 -0.7
H 0.5486 5.8089 4.3258 0.1 -0.2 -0.6
H -0.4113 6.6706 6.7793 -0.4 0.1 -1.1
H 1.3121 6.8727 6.1691 -0.2 0.8 0.4
H 2.0069 6.1193 8.2248 0.4 -0.5 0.4
H 0.5518 5.2458 8.6658 -0.4 0.1 -0.2
H 1.1264 8.0697 8.5707 -0.2 0.7 -0.1
H 0.6324 6.5944 11.0721 0.2 -0.8 -0.6
H 0.5778 8.2208 10.9093 0.0 0.3 -0.3
H 3.1077 6.6474 10.2616 0.3 0.4 -0.7
H 2.9090 7.6234 11.6274 -0.5 0.3 0.4
H 2.7807 10.0714 11.4324 -0.2 0.2 0.1
H 1.4389 9.9360 10.2039 -0.1 0.5 0.4
H 2.9192 10.8015 9.7915 0.2 -0.3 0.0
C 4.3750 0.5021 2.6677 0.5 -0.6 -1.2
O 4.9528 -0.8442 2.4875 -0.9 1.8 0.8
C 3.8938 -1.7757 2.6061 0.8 0.0 0.4
C 4.4684 -3.2013 2.5697 -0.5 0.7 0.4
N 3.5604 -4.0755 1.8759 -0.7 -1.8 -0.6
C 4.2046 -5.3603 1.4420 -0.4 -0.2 1.0
C 3.2748 -6.3668 0.7286 1.6 0.8 1.5
O 3.0974 -5.7462 -0.4674 -1.9 0.7 -2.4
C 2.3736 -6.4376 -1.4686 0.3 -0.7 -0.7
H 3.8643 0.7234 1.7306 -0.3 0.1 -0.2
H 5.1225 1.2906 2.7549 0.4 -0.6 0.2
H 3.6455 0.6349 3.4666 0.1 -0.6 0.3
H 3.1391 -1.5789 1.8447 -0.1 -0.2 -0.5
H 3.4113 -1.5929 3.5662 -0.2 -0.2 0.2
H 4.5196 -3.5097 3.6140 0.4 -0.3 -0.1
H 5.4718 -3.1786 2.1446 0.2 0.1 -0.1
H 3.3867 -3.7100 0.9505 -0.4 0.7 0.0
H 4.6309 -5.9552 2.2497 0.3 0.7 0.4
H 4.9556 -4.9688 0.7559 0.6 -1.1 -0.2
H 2.3811 -6.5846 1.3133 -0.4 0.3 -0.1
H 3.8186 -7.3068 0.6340 0.2 -0.3 -0.2
H 2.9380 -7.3064 -1.8075 0.4 -0.1 -0.1
H 2.2070 -5.8057 -2.3410 0.2 0.2 0.2
H 1.4069 -6.8861 -1.2397 -0.3 0.5 0.9
C 3.7373 8.5200 -1.7112 -0.2 1.0 -0.7
O 2.8040 7.5467 -1.3787 0.3 -0.5 -2.6
C 2.5073 7.4360 -0.0642 -2.0 0.9 0.6
C 1.0055 6.9971 0.0458 1.8 -1.7 1.3
N 0.5922 7.2427 1.4557 -0.9 -0.9 -1.3
C -0.8621 6.9989 1.5942 0.3 -0.4 0.9
C -1.6409 8.2289 1.2023 0.3 1.2 -0.5
O -0.7785 9.4080 1.3074 -1.9 1.2 -1.8
C -1.3303 10.4949 0.4407 0.1 -0.1 0.6
H 3.3175 9.4884 -1.4392 0.3 0.3 0.4
H 3.8233 8.5843 -2.7959 0.1 -0.4 0.0
H 4.7352 8.3861 -1.2938 0.0 -0.2 0.3
H 2.5049 8.4198 0.4051 0.6 0.2 0.4
H 3.2402 6.7534 0.3660 -0.4 -0.1 0.9
H 1.1132 5.9327 -0.1630 -0.5 -0.6 0.4
H 0.2953 7.2841 -0.7296 0.3 1.1 -0.1
H 0.5829 8.2520 1.4925 0.7 0.3 0.4
H -1.1378 6.6741 2.5976 0.4 0.1 0.3
H -1.2389 6.2098 0.9434 0.4 -0.3 -0.1
H -2.5343 8.4379 1.7908 -0.1 -0.3 0.0
H -1.9182 8.0021 0.1728 -0.2 0.9 -0.3
H -1.0837 10.4149 -0.6180 0.1 -0.8 0.0
H -0.9958 11.5036 0.6829 0.7 -0.4 0.8
H -2.4103 10.6165 0.5241 -0.2 -0.7 0.2
C -4.9836 -9.9241 -4.3910 -1.6 -0.8 1.7
O -4.0604 -9.7706 -5.3462 2.8 0.5 -2.2
C -2.6601 -10.0380 -5.0893 -0.7 -0.1 -0.7
C -1.9572 -9.1626 -4.1333 -2.0 2.7 1.4
N -0.5399 -9.1754 -4.1762 1.0 1.8 -0.1
C -0.0236 -7.8227 -3.7199 1.8 -1.0 -0.1
C -0.1182 -6.6508 -4.7098 -0.1 -1.5 -1.2
O 0.6598 -5.5434 -4.3190 -1.0 1.0 -0.3
C 0.6003 -4.4675 -5.3260 0.3 -1.1 1.5
H -4.6400 -9.4517 -3.4708 -0.6 -0.1 0.4
H -5.2774 -10.9644 -4.2516 0.6 -0.6 0.6
H -5.9567 -9.5700 -4.7316 0.2 1.0 0.0
H -2.2120 -9.7480 -6.0397 0.1 -1.0 -0.2
H -2.4384 -11.0360 -4.7114 -0.5 -0.7 -0.8
H -2.3764 -9.1842 -3.1274 0.1 -0.8 0.6
H -2.2794 -8.1449 -4.3535 0.0 0.3 -0.6
H -0.1766 -9.9023 -3.5764 0.3 0.1 0.0
H 1.0605 -7.8961 -3.6340 0.3 -0.5 0.1
H -0.2888 -7.6025 -2.6859 -0.9 0.4 0.0
H -1.1536 -6.5324 -5.0291 -0.4 1.2 0.5
H 0.3283 -6.9530 -5.6571 0.1 -0.7 -0.2
H 0.8769 -4.8296 -6.3162 0.1 -0.1 0.0
H 1.3409 -3.7707 -4.9334 -0.2 0.2 -0.4
H -0.3992 -4.0343 -5.3654 0.0 0.1 0.1
C -2.9121 -4.9356 -2.8239 -0.1 0.8 0.1
O -4.1155 -4.5788 -3.4697 0.6 -1.3 -0.4
C -4.2726 -3.2522 -3.8095 -2.5 1.8 -0.6
C -4.2918 -2.8918 -5.3033 3.1 -1.4 -0.3
N -2.9089 -3.0450 -5.8486 0.0 0.5 0.3
C -2.7851 -2.8817 -7.3161 -0.9 -0.7 0.8
C -3.7151 -3.8944 -8.0938 2.1 1.4 -0.3
O -3.1919 -5.2171 -7.9970 -0.3 1.8 -0.3
C -4.0666 -6.1591 -7.4918 -0.1 -1.5 0.2
H -2.6674 -5.9798 -3.0189 0.0 0.2 -0.2
H -3.0290 -4.7967 -1.7492 0.0 -0.1 0.3
H -2.1494 -4.2285 -3.1500 0.6 -0.4 -0.1
H -3.7226 -2.5117 -3.2288 0.5 -0.3 0.2
H -5.3272 -3.0881 -3.5882 -0.2 0.4 0.6
H -4.4904 -1.8444 -5.5305 -1.1 -0.2 0.3
H -4.8490 -3.6980 -5.7804 -1.1 0.7 0.0
H -2.6261 -3.9582 -5.5229 0.4 -0.3 -0.6
H -1.7211 -2.8574 -7.5514 0.0 -0.9 -0.3
H -3.0409 -1.8525 -7.5679 -0.6 0.1 0.1
H -3.7262 -3.5893 -9.1401 0.1 -0.1 -0.2
H -4.7308 -3.7090 -7.7443 -0.1 -0.7 0.2
H -3.9753 -7.0586 -8.1006 -0.1 -0.1 -0.1
H -5.1195 -5.8775 -7.5004 0.0 0.3 0.1
H -3.7385 -6.4498 -6.4938 -0.3 0.0 0.4
O 1.3455 -0.0830 4.7437 0.1 0.3 -0.3
H 0.5442 -0.1647 5.2607 -0.2 0.0 0.2
H 1.5595 -0.9805 4.4892 0.1 -0.3 0.0
O -2.8210 0.7733 3.2181 -0.3 -0.5 0.2
H -2.2995 1.3384 2.6482 0.2 0.2 -0.3
H -2.8937 1.2612 4.0384 -0.2 0.0 0.3
O 0.4876 0.0250 -3.5040 -0.6 0.7 -0.8
H 0.0463 -0.3637 -2.7488 0.3 -0.3 -0.1
H 1.4008 0.1114 -3.2301 0.2 -0.1 0.1
O -3.9044 0.8865 -1.4247 0.6 -0.2 0.2
H -4.0713 1.3862 -2.2238 -0.1 0.1 -0.4
H -4.3238 1.3958 -0.7312 -0.3 0.0 0.3
```
Forces are in eV/Å.

Atomic partial charges in e from the Mulliken method, atoms 1 to 99:
1. C -0.5832
2. O -0.4252
3. C -0.2547
4. C -0.9819
5. N 0.1208
6. C -0.7349
7. C -0.2247
8. O -0.4809
9. C -0.1364
10. H 0.2904
11. H 0.1807
12. H 0.2644
13. H 0.1538
14. H 0.5236
15. H 0.5739
16. H 0.4626
17. H 0.3964
18. H 0.3807
19. H 0.4173
20. H 0.4020
21. H 0.0551
22. H -0.0474
23. H 0.1936
24. H 0.1391
25. C -0.2266
26. O -0.3495
27. C -0.5787
28. C -0.5224
29. N -0.3697
30. C -0.8721
31. C -0.4530
32. O -0.3710
33. C -0.6439
34. H 0.1615
35. H 0.2423
36. H 0.0837
37. H 0.2206
38. H 0.4116
39. H 0.2539
40. H 0.3987
41. H 0.3247
42. H 0.4093
43. H 0.3791
44. H 0.3257
45. H 0.3810
46. H 0.2842
47. H 0.3070
48. H 0.2241
49. C -0.6494
50. O -0.4455
51. C 1.0588
52. C -0.7859
53. N -0.3280
54. C -0.7346
55. C -0.6692
56. O -0.2090
57. C -1.1354
58. H 0.1839
59. H 0.3744
60. H 0.2699
61. H -0.5671
62. H -0.0366
63. H 0.3303
64. H 0.3376
65. H 0.1762
66. H 0.4521
67. H 0.4133
68. H 0.3427
69. H 0.4190
70. H 0.4458
71. H 0.2833
72. H 0.4530
73. C -0.7696
74. O -0.3263
75. C -0.5144
76. C -0.2755
77. N -0.2868
78. C -0.2594
79. C -0.6955
80. O -0.4154
81. C -0.7986
82. H 0.3303
83. H 0.2679
84. H 0.2884
85. H 0.4030
86. H 0.2891
87. H -0.0043
88. H 0.3304
89. H 0.4467
90. H 0.2594
91. H -0.0252
92. H 0.5081
93. H 0.3389
94. H 0.3114
95. H 0.2910
96. H 0.3163
97. C -0.6926
98. O -0.3100
99. C -0.5651